Entry 1:
A gas-phase ion, CH5NO2PS (charge -1) at a distorted geometry, computed with ωB97M-V with the def2-TZVPD basis set.

Values from the calculation:
**Charge**: -1
**Calculated total energy**: -986.015189 Ha
**Kohn-Sham gap**: 7.973 eV
**SMILES**: CS[P@@](N)(=O)[O-]
**Max |F|**: 0.068 Eh/bohr
**LUMO level**: 3.56 eV
**Energy relative to the best compared isomer or geometry (same formula, charge and spin)**: 0.304 eV

Last column: Mulliken charge in e.
Geometry (Å):
C 1.296706 1.230359 -0.957789  -0.9422
S -0.125665 0.064516 -1.358655  -0.3633
P -0.228150 -0.726976 0.796923  0.8890
N -1.884257 -1.243559 0.712198  -0.7135
O 0.773981 -1.896428 0.941579  -0.7308
O -0.156135 0.452085 1.704434  -0.6905
H 2.069906 0.805455 -1.474186  0.3497
H 1.570493 1.093653 0.046514  0.3124
H 0.857831 2.160756 -1.037362  0.3150
H -2.174561 -0.267127 0.825314  0.3106
H -2.000149 -1.672735 -0.198969  0.2637

Atomic forces in eV per Å
-2.44 -2.35 0.76
0.58 0.09 1.50
2.06 -2.77 -0.19
1.72 0.63 0.95
-2.10 2.25 -0.58
-0.25 0.00 -0.28
2.14 0.22 -2.07
-0.01 -0.20 1.59
0.10 2.20 -0.91
-1.30 -0.53 -0.74
-0.50 0.47 -0.04


Entry 2:
2 unconnected molecules or ions with the total composition CH5NO2S at a distorted geometry, computed with ωB97M-V with the def2-TZVPD basis set.

Values from the calculation:
**Calculated total energy**: -644.352434 Ha
**Kohn-Sham gap (alpha / beta)**: 8.541 / 8.234 eV
**Max |F|**: 0.067 Eh/bohr
**LUMO level (alpha / beta)**: -0.24 / -0.05 eV
**Energy relative to the best compared isomer or geometry (same formula, charge and spin)**: 5.221 eV

Last column: Mulliken charge in e.
Geometry (Å):
C 1.119806 0.196814 0.045029  -0.7687
N 0.285814 -0.958774 -0.078809  0.0523
O -0.836916 -0.780877 -0.612851  -0.4503
O -4.054068 0.653628 0.471809  -0.4597
S -2.946629 -0.282939 0.201877  0.2842
H 1.676005 0.278298 -0.814071  0.2558
H 0.455632 1.085049 0.224195  0.2781
H 1.658075 0.167646 0.913382  0.3866
H 0.602323 -1.730194 0.474836  0.2617
H -2.894529 -0.685038 -1.082507  0.1600

Atomic forces in eV per Å
-3.13 1.40 0.27
0.90 1.24 0.32
0.08 -1.18 -0.72
-0.92 0.57 -0.50
0.60 -0.73 1.56
1.59 0.69 -1.89
0.49 -0.70 -0.69
1.95 -0.51 2.06
-0.92 -1.14 0.20
-0.64 0.36 -0.62


Entry 3:
2 unconnected molecules or ions with the total composition CH5NO2Si at a distorted geometry, computed with ωB97M-V with the def2-TZVPD basis set.

Values from the calculation:
**Calculated total energy**: -535.718598 Ha
**Kohn-Sham gap**: 9.636 eV
**SMILES**: O=[SiH2].C=NO
**Max |F|**: 0.043 Eh/bohr
**LUMO level**: -0.27 eV
**Energy relative to the best compared isomer or geometry (same formula, charge and spin)**: 1.302 eV

Last column: Mulliken charge in e.
Geometry (Å):
O 2.310693 0.702738 0.602302  -0.3957
Si 2.526774 -0.613473 -0.100886  0.5486
H 1.474305 -1.624396 -0.046453  -0.0784
H 3.646946 -1.124700 -0.820088  -0.0826
C -2.119149 -0.305182 -0.018189  -0.2785
N -1.168814 0.413755 0.408736  -0.2301
O -1.165097 1.755427 0.028204  -0.3463
H -2.000559 -1.396787 0.045126  0.2276
H -2.912467 -0.041411 -0.712011  0.2930
H -0.592635 2.234028 0.613260  0.3425

Atomic forces in eV per Å
0.38 0.67 0.08
-1.24 -0.25 0.54
-0.17 -0.28 -0.08
0.99 -0.05 -0.51
0.38 -0.44 -1.28
0.65 0.14 0.55
-1.81 -0.89 -0.94
0.07 0.56 0.79
-0.08 0.77 0.15
0.83 -0.24 0.70


Entry 4:
2 unconnected molecules or ions with the total composition CH5NO2Si at a distorted geometry, computed with ωB97M-V with the def2-TZVPD basis set.

Values from the calculation:
**Calculated total energy**: -535.671489 Ha
**Kohn-Sham gap**: 8.493 eV
**Max |F|**: 0.066 Eh/bohr
**LUMO level**: -0.54 eV
**Energy relative to the best compared isomer or geometry (same formula, charge and spin)**: 2.583 eV

Last column: Mulliken charge in e.
Geometry (Å):
C -1.178711 -0.702510 0.077767  -1.0443
N 1.988162 -0.004772 0.320750  0.5025
O 2.001264 -1.202159 0.518861  -0.4778
O 2.905471 0.762114 0.359983  -0.4987
Si -0.288394 0.901100 -0.241048  0.5622
H -1.124678 -1.538290 -0.624844  0.3451
H -1.169539 -1.300811 0.978712  0.3651
H -2.118651 -0.276295 -0.115362  0.3748
H -0.653828 2.128785 0.458060  -0.0669
H -0.361094 1.232835 -1.732876  -0.0620

Atomic forces in eV per Å
0.84 -0.64 -0.26
-3.20 0.80 -0.70
0.23 0.45 -0.03
0.89 0.05 0.15
2.33 -2.09 -0.83
0.64 0.66 -0.71
0.10 0.85 0.82
-2.20 0.21 0.13
0.08 -0.05 0.51
0.29 -0.26 0.92


Entry 5:
2 unconnected molecules or ions with the total composition CH5NO4S at a distorted geometry, computed with ωB97M-V with the def2-TZVPD basis set.

Values from the calculation:
**Calculated total energy**: -794.840396 Ha
**Kohn-Sham gap (alpha / beta)**: 8.870 / 8.871 eV
**Max |F|**: 0.083 Eh/bohr
**LUMO level (alpha / beta)**: -0.48 / -0.48 eV
**Energy relative to the best compared isomer or geometry (same formula, charge and spin)**: 4.609 eV

Last column: Mulliken charge in e.
Geometry (Å):
C -0.743100 -0.299879 0.599049  -0.1151
N 1.002705 0.955275 -1.190007  -0.4528
O 1.543868 -1.243364 -0.522874  -0.6328
O 1.876898 0.610051 1.162207  -0.5955
O -1.145699 -1.394097 -0.098863  -0.3973
O -1.351807 0.850365 0.435188  -0.2871
S 1.100186 -0.028156 0.135779  1.1296
H -1.041183 -0.535791 2.540606  0.1675
H 1.108801 1.901231 -1.156508  0.2380
H 0.324247 0.637953 -1.931509  0.2492
H -0.644353 -2.109515 0.269211  0.3854
H -2.030563 0.655927 -0.242276  0.3111

Atomic forces in eV per Å
1.87 -1.25 3.65
-1.61 -3.00 -1.08
-0.63 -0.01 1.51
-0.78 -0.18 -0.50
-1.26 1.89 0.19
-1.66 -0.10 -1.50
1.20 -0.40 -1.29
0.94 0.10 -3.20
0.17 3.03 0.68
1.31 0.31 1.23
0.60 -1.01 0.04
-0.16 0.64 0.27


Entry 6:
A gas-phase ion, CH5NOP (charge -1) at a distorted geometry, computed with ωB97M-V with the def2-TZVPD basis set.

Values from the calculation:
**Charge**: -1
**Calculated total energy**: -512.458446 Ha
**Kohn-Sham gap**: 7.834 eV
**SMILES**: CN=[PH2][O-]
**Max |F|**: 0.052 Eh/bohr
**LUMO level**: 4.64 eV
**Energy relative to the best compared isomer or geometry (same formula, charge and spin)**: 0.180 eV

Last column: Mulliken charge in e.
Geometry (Å):
C -0.368898 -0.881695 -0.164595  -0.6376
N 0.057484 0.490642 -0.169625  -0.4835
P -0.899055 1.749420 0.000865  0.1565
O -0.148662 2.997916 -0.026146  -0.6346
H -1.475600 -0.937753 -0.255090  0.2289
H 0.205632 -1.454774 -0.991304  0.1671
H -0.157822 -1.531374 0.664404  0.2082
H -2.047903 1.928671 -1.109273  -0.0029
H -1.816978 1.711754 1.080203  -0.0022

Atomic forces in eV per Å
-0.04 0.08 -1.90
-0.57 -0.25 0.66
-0.73 -1.59 -1.99
0.73 2.48 0.31
0.30 -0.59 -0.56
-1.29 0.68 0.59
0.44 0.10 1.34
1.22 -0.65 1.13
-0.06 -0.26 0.40


Entry 7:
CH5NOP2 in the gas phase at a distorted geometry, computed with ωB97M-V with the def2-TZVPD basis set.

Values from the calculation:
**Calculated total energy**: -853.674502 Ha
**Kohn-Sham gap (alpha / beta)**: 5.944 / 8.503 eV
**Max |F|**: 0.065 Eh/bohr
**LUMO level (alpha / beta)**: -0.86 / 0.53 eV
**Energy relative to the best compared isomer or geometry (same formula, charge and spin)**: 2.790 eV

Last column: Mulliken charge in e.
Geometry (Å):
C 2.325860 -0.477406 -0.194934  -0.4973
N -1.608083 0.658627 -0.551305  -0.2756
O 1.047389 -0.365169 -0.084995  -0.3383
P -0.079294 1.091572 0.117154  0.1623
P -2.809456 -0.517340 -0.064935  0.0016
H 2.955534 -0.397221 0.652490  0.2999
H -2.017483 1.298119 -1.210176  0.2993
H -0.356425 0.432998 1.361463  0.0238
H 2.729479 -0.684452 -1.135595  0.3025
H -2.187520 -1.039726 1.110837  0.0219

Atomic forces in eV per Å
0.78 0.40 0.11
0.33 -0.76 1.16
-3.25 0.82 -0.09
0.21 -1.89 0.51
0.40 0.35 -0.23
0.47 0.17 0.86
0.32 0.16 -0.44
-0.16 0.77 -0.19
0.65 -0.32 -1.41
0.23 0.30 -0.28


Entry 8:
2 unconnected molecules or ions with the total composition CH5NOS, computed with ωB97M-V with the def2-TZVPD basis set.

Values from the calculation:
**Calculated total energy**: -569.282390 Ha
**Kohn-Sham gap**: 10.391 eV
**SMILES**: NC=O.S
**Max |F|**: 0.012 Eh/bohr
**LUMO level**: 0.77 eV
**Energy relative to the best compared isomer or geometry (same formula, charge and spin)**: 0.157 eV

Last column: Mulliken charge in e.
Geometry (Å):
N 1.125694 1.143162 -0.477548  -0.2953
C 0.889971 0.171901 -1.380500  0.0502
O 1.121497 -0.998947 -1.175029  -0.5202
H 1.528370 0.881877 0.413643  0.2322
H 1.111194 2.116839 -0.720857  0.2013
H 0.425110 0.522067 -2.312441  0.3320
S -1.330869 -0.305795 1.343670  -0.2659
H -2.500454 -0.312099 1.992275  0.1380
H -1.842219 0.158461 0.208499  0.1278

Atomic forces in eV per Å
0.21 0.38 0.43
0.08 -0.55 0.03
-0.13 0.03 -0.11
-0.03 0.02 -0.24
-0.15 -0.01 -0.06
0.06 0.15 -0.12
0.24 -0.17 0.31
-0.08 0.06 -0.09
-0.20 0.08 -0.15


Entry 9:
CH5NOS in the gas phase at a distorted geometry, computed with ωB97M-V with the def2-TZVPD basis set.

Values from the calculation:
**Calculated total energy**: -569.112543 Ha
**Kohn-Sham gap**: 10.366 eV
**SMILES**: C[S@H](=N)=O
**Max |F|**: 0.148 Eh/bohr
**LUMO level**: 0.43 eV
**Energy relative to the best compared isomer or geometry (same formula, charge and spin)**: 4.779 eV

Last column: Mulliken charge in e.
Geometry (Å):
C 0.203018 -0.781060 -0.298296  -0.6974
S -0.039248 0.591261 0.952824  0.5022
N 0.110841 1.981360 0.440654  -0.5663
O 0.951240 -0.076382 2.277821  -0.5823
H 0.274195 -1.797444 0.096116  0.3104
H -0.742216 -0.792519 -0.940754  0.3017
H 1.016987 -0.321679 -0.674433  0.2576
H -1.424195 0.524614 1.147640  0.1863
H 0.949222 2.447555 0.736574  0.2878

Atomic forces in eV per Å
-4.72 -0.09 1.30
2.33 -4.98 5.24
-0.08 0.79 -0.41
-4.10 2.87 -4.94
0.52 0.58 0.46
1.55 0.47 0.40
2.92 0.57 -2.20
1.06 -0.30 0.24
0.51 0.10 -0.09


Entry 10:
2 unconnected molecules or ions with the total composition CH5NOS2 at a distorted geometry, computed with ωB97M-V with the def2-TZVPD basis set.

Values from the calculation:
**Calculated total energy**: -967.463994 Ha
**Kohn-Sham gap**: 9.409 eV
**SMILES**: NC=O.SS
**Max |F|**: 0.040 Eh/bohr
**LUMO level**: 0.48 eV
**Energy relative to the best compared isomer or geometry (same formula, charge and spin)**: 0.365 eV

Last column: Mulliken charge in e.
Geometry (Å):
N -1.357651 0.172576 -1.313102  -0.2942
C -1.815690 -0.052565 -0.040838  0.0316
O -1.474320 0.749761 0.817911  -0.5500
H -0.790403 0.992432 -1.350628  0.2594
H -1.424539 -0.437636 -2.109662  0.1910
H -2.554747 -0.823934 0.173175  0.3633
S 3.455154 -0.471702 1.262366  -0.2037
S 1.651665 -0.835512 0.344412  -0.1452
H 3.549023 0.882139 1.178000  0.1562
H 0.761506 -0.175562 1.038366  0.1915

Atomic forces in eV per Å
-0.68 -0.91 0.55
0.56 1.95 -0.30
-0.30 -0.79 0.22
0.43 0.25 -0.31
-0.14 -0.05 0.21
0.13 -0.49 -0.36
-0.05 0.40 0.52
0.61 -0.47 -1.24
-0.12 -0.42 -0.26
-0.44 0.54 0.98


Entry 11:
A molecular structure, CH5NS at a distorted geometry, computed with ωB97M-V with the def2-TZVPD basis set.

Values from the calculation:
**Calculated total energy**: -493.921442 Ha
**Kohn-Sham gap (alpha / beta)**: 8.151 / 8.125 eV
**Max |F|**: 0.091 Eh/bohr
**LUMO level (alpha / beta)**: -0.92 / -1.01 eV
**Energy relative to the best compared isomer or geometry (same formula, charge and spin)**: 2.407 eV

Last column: Mulliken charge in e.
Geometry (Å):
C 0.012609 -0.505190 -0.613369  -0.5512
N -0.012019 -0.281158 0.821432  -0.4239
S -0.613403 1.921611 1.216678  -0.1426
H -0.923344 -0.719807 -1.123914  0.2350
H 0.510284 0.446176 -0.867706  0.2803
H 0.558267 -1.496191 -0.707969  0.2511
H -0.657905 -0.948358 1.357897  0.2263
H -0.087062 2.109365 2.349357  0.1251

Atomic forces in eV per Å
0.27 -0.08 1.13
-1.09 0.84 2.37
-0.95 -3.27 -3.20
-0.35 0.62 -0.07
0.11 -1.04 -1.34
0.18 1.36 -0.14
0.56 1.71 -1.01
1.28 -0.14 2.26


Entry 12:
2 unconnected molecules or ions with the total composition CH5NS2, computed with ωB97M-V with the def2-TZVPD basis set.

Values from the calculation:
**Calculated total energy**: -892.181155 Ha
**Kohn-Sham gap**: 9.293 eV
**SMILES**: C=N.SS
**Max |F|**: 0.012 Eh/bohr
**LUMO level**: 0.29 eV
**Energy relative to the best compared isomer or geometry (same formula, charge and spin)**: 0.850 eV

Last column: Mulliken charge in e.
Geometry (Å):
C 4.818785 1.666985 -2.582936  -0.2343
N 5.114849 2.039651 -1.410647  -0.4715
H 4.005490 2.153779 -3.113905  0.2492
H 5.319767 0.895443 -3.164242  0.2095
H 5.892396 1.457220 -1.085588  0.2476
S -3.288983 -1.246335 0.815372  -0.1682
S -1.364364 -0.520480 1.199843  -0.1650
H -3.826526 -0.025892 0.720516  0.1676
H -0.761959 -1.245109 0.248852  0.1652

Atomic forces in eV per Å
-0.25 0.36 -0.13
0.20 -0.53 -0.29
-0.13 0.16 0.08
0.22 -0.22 0.16
-0.03 0.23 0.18
0.28 0.15 0.25
-0.18 -0.29 0.08
-0.11 0.02 -0.20
0.01 0.13 -0.13


Please write out number 4 again, unchanged.
2 unconnected molecules or ions with the total composition CH5NO2Si at a distorted geometry, computed with ωB97M-V with the def2-TZVPD basis set.

Values from the calculation:
**Calculated total energy**: -535.671489 Ha
**Kohn-Sham gap**: 8.493 eV
**Max |F|**: 0.066 Eh/bohr
**LUMO level**: -0.54 eV
**Energy relative to the best compared isomer or geometry (same formula, charge and spin)**: 2.583 eV

Last column: Mulliken charge in e.
Geometry (Å):
C -1.178711 -0.702510 0.077767  -1.0443
N 1.988162 -0.004772 0.320750  0.5025
O 2.001264 -1.202159 0.518861  -0.4778
O 2.905471 0.762114 0.359983  -0.4987
Si -0.288394 0.901100 -0.241048  0.5622
H -1.124678 -1.538290 -0.624844  0.3451
H -1.169539 -1.300811 0.978712  0.3651
H -2.118651 -0.276295 -0.115362  0.3748
H -0.653828 2.128785 0.458060  -0.0669
H -0.361094 1.232835 -1.732876  -0.0620

Atomic forces in eV per Å
0.84 -0.64 -0.26
-3.20 0.80 -0.70
0.23 0.45 -0.03
0.89 0.05 0.15
2.33 -2.09 -0.83
0.64 0.66 -0.71
0.10 0.85 0.82
-2.20 0.21 0.13
0.08 -0.05 0.51
0.29 -0.26 0.92


> What is the formula in the third record?

CH5NO2Si